*one*
Formula: C4H12NOS
Source: the OMol25 dataset
Level of theory: ωB97M-V/def2-TZVPD

Atoms and positions in Å:
S -1.39 1.55 1.92
O 0.85 -0.46 -2.72
N 0.72 -1.72 -0.68
C -0.47 0.00 1.75
C -1.27 2.25 0.26
C 0.90 -0.40 -1.39
C 1.86 -2.56 -1.07
H -0.08 -2.12 -1.18
H -0.76 -0.58 0.89
H 0.60 0.18 1.72
H 0.11 0.27 -0.98
H -0.23 2.39 -0.04
H -1.78 3.21 0.24
H 2.70 -2.35 -0.41
H -0.72 -0.55 2.66
H -1.77 1.60 -0.45
H 1.88 -0.03 -0.99
H 1.62 -3.63 -0.96
H 2.16 -2.36 -2.10

Results
charge: -1
E_HOMO: -0.0945 Ha
spin multiplicity: 1


*two*
Formula: C4H12NOS
Source: the OMol25 dataset
Level of theory: ωB97M-V/def2-TZVPD

Atoms and positions in Å:
S -1.14 -1.31 -2.41
O 1.54 -2.46 -1.17
N -0.24 1.54 0.45
C -0.83 -0.86 0.68
C 0.60 1.74 1.64
C -0.58 0.25 -1.59
C -0.06 0.18 -0.14
H 1.00 -0.09 -0.04
H -0.61 -1.86 0.31
H -1.44 0.88 -1.51
H 0.46 2.74 2.07
H -1.89 -0.76 0.47
H 0.61 -2.26 -1.44
H 1.99 -1.64 -1.39
H 0.22 0.64 -2.21
H -0.55 -0.85 1.74
H 0.46 0.95 2.40
H 1.65 1.67 1.34
H -1.19 1.51 0.81

Results
charge: -1
E_HOMO: -0.1002 Ha
spin multiplicity: 1


Short version: *two* is the most stable of them.